Record 1
Computed, not measured: a molecular structure, C35H36BaIN10O2, with ωB97M-V/def2-TZVPD.

XYZ file:
```
85
Properties=species:S:1:pos:R:3:forces:R:3:lowdin_charge:R:1
Ba -0.6379 1.6037 -1.3541 0.4394 0.1750 -0.0778 1.83
C 5.2236 -1.0189 -2.7547 0.0229 -0.0590 -0.0097 -0.06
N 4.0945 -0.2343 -2.2737 -0.0754 0.0100 0.0038 -0.12
C 2.8518 -0.1562 -2.7534 0.1365 -0.0108 -0.0190 -0.13
N 2.0974 0.5629 -1.9392 -0.2219 0.0445 0.0878 -0.04
C 2.9628 0.8908 -0.9408 0.0779 0.0010 -0.0200 -0.24
N 4.1777 0.4315 -1.1072 0.0361 -0.0086 0.0504 0.12
C 5.1486 -2.4639 -2.3153 -0.0050 -0.0017 0.0368 -0.20
C 5.5923 -3.4628 -3.1705 0.0104 -0.0029 -0.0119 -0.03
C 5.5928 -4.7899 -2.7605 0.0003 0.0055 -0.0083 -0.05
C 5.1402 -5.1282 -1.4988 -0.0074 0.0044 0.0253 -0.01
C 4.6817 -4.1293 -0.6421 0.0048 0.0636 -0.0175 -0.13
C 4.6890 -2.7996 -1.0466 0.0099 -0.0074 -0.0410 0.03
C 4.2354 -4.4990 0.6991 0.0481 -0.0173 0.1301 -0.29
N 4.5034 -5.5788 1.3454 0.1010 -0.0096 -0.1889 0.13
N 3.8861 -5.4702 2.5729 -0.1870 -0.0094 0.1237 0.13
C 3.2787 -4.3349 2.5819 0.2031 0.0064 0.0291 -0.29
O 3.4669 -3.6444 1.4265 -0.1524 -0.0045 -0.0838 0.14
C 2.4723 -3.7732 3.6638 -0.0214 0.0295 -0.0017 -0.13
C 2.6783 -4.2491 4.9563 -0.0115 -0.0029 -0.0007 -0.01
C 1.9084 -3.7589 5.9953 0.0019 -0.0025 -0.0031 -0.05
C 0.9289 -2.8083 5.7479 -0.0105 0.0045 0.0067 -0.03
C 0.7073 -2.3432 4.4584 0.0116 -0.0024 -0.0233 -0.19
C -0.4400 -1.3881 4.2220 0.0057 -0.0358 0.0629 -0.07
N -0.1844 -0.4176 3.1713 -0.0422 -0.0114 -0.0744 -0.12
C -0.6234 -0.4131 1.9127 0.0138 -0.0342 0.1778 -0.14
N -0.1359 0.6382 1.2728 0.0512 0.0891 -0.1735 -0.06
C 0.6096 1.2552 2.2314 0.0334 -0.0539 0.1008 -0.22
N 0.6101 0.6446 3.3898 0.0169 0.0380 -0.0155 0.14
C 1.4912 -2.8186 3.4154 -0.0148 -0.0059 0.0113 0.03
H 6.1126 -0.5312 -2.3571 0.0012 0.0011 -0.0051 0.14
H 5.2566 -0.9475 -3.8410 -0.0239 0.0040 -0.0001 0.13
H 2.5477 -0.6200 -3.6776 -0.0220 -0.0025 0.0061 0.14
H 2.7023 1.4681 -0.0674 -0.0519 0.0091 -0.0208 0.09
H 5.9478 -3.2058 -4.1615 -0.0018 -0.0033 -0.0009 0.12
H 5.9446 -5.5607 -3.4325 -0.0021 -0.0019 0.0025 0.11
H 5.1352 -6.1554 -1.1611 0.0014 -0.0018 -0.0073 0.12
H 4.3603 -2.0282 -0.3613 -0.0052 -0.0096 0.0055 0.12
H 3.4418 -4.9950 5.1285 0.0003 0.0015 -0.0001 0.12
H 2.0725 -4.1145 7.0032 0.0006 0.0000 -0.0015 0.11
H 0.3296 -2.4268 6.5659 0.0023 -0.0032 0.0021 0.12
H -0.6600 -0.8303 5.1301 -0.0043 0.0094 -0.0063 0.13
H -1.3437 -1.9298 3.9379 0.0118 -0.0081 -0.0181 0.14
H -1.2904 -1.1686 1.5287 -0.0031 0.0440 -0.0891 0.15
H 1.1495 2.1771 2.0835 -0.0058 -0.0025 -0.0307 0.11
H 1.3393 -2.4631 2.4028 0.0045 -0.0029 -0.0008 0.12
C -3.6373 4.4514 0.0243 0.0437 0.0453 0.0234 -0.06
C -4.3085 3.3392 0.8325 -0.0223 0.0218 -0.0037 -0.36
C -3.3585 2.7608 1.8851 -0.0294 -0.0096 -0.0063 -0.06
C -4.9369 2.2719 -0.0434 0.0152 -0.0430 -0.0693 -0.14
C -6.3091 2.0601 0.0180 0.0120 -0.0187 0.0377 -0.04
C -6.9342 1.0954 -0.7555 -0.0484 -0.0128 0.0076 -0.09
C -6.1722 0.3203 -1.6131 0.0195 0.0040 -0.0251 -0.04
C -4.7981 0.4991 -1.7176 0.0438 0.0589 0.0635 -0.15
C -4.0005 -0.3798 -2.6631 -0.0076 0.0035 0.0077 -0.36
C -3.0218 -1.3061 -1.9343 0.0341 -0.0610 -0.0134 -0.07
C -3.3355 0.3888 -3.8093 -0.0038 0.0013 -0.0725 -0.06
C -4.1753 1.4863 -0.9298 -0.1228 -0.0050 -0.0610 -0.30
O -2.8564 1.6734 -1.0382 -0.1349 -0.0076 0.0982 -0.61
H -3.2581 5.2337 0.6865 -0.0177 0.0026 0.0009 0.08
H -4.3416 4.9091 -0.6717 -0.0098 -0.0046 -0.0060 0.09
H -2.7998 4.0607 -0.5547 -0.0231 -0.0032 0.0156 0.03
H -5.1341 3.8042 1.3795 -0.0057 -0.0049 -0.0049 0.13
H -2.5042 2.2722 1.4158 0.0374 -0.0152 -0.0312 0.04
H -3.8689 2.0182 2.5011 -0.0042 0.0045 -0.0032 0.09
H -2.9881 3.5499 2.5439 0.0010 -0.0037 -0.0096 0.08
H -6.9017 2.6674 0.6936 0.0107 0.0067 -0.0009 0.11
H -8.0038 0.9492 -0.6889 0.0000 0.0008 -0.0019 0.10
H -6.6523 -0.4382 -2.2218 0.0036 -0.0033 0.0021 0.11
H -4.7287 -1.0438 -3.1380 0.0000 -0.0021 -0.0011 0.13
H -2.2447 -0.7595 -1.3901 -0.0544 0.0469 0.0106 0.01
H -2.5305 -1.9857 -2.6347 -0.0046 0.0087 -0.0083 0.08
H -3.5481 -1.9104 -1.1944 -0.0003 0.0032 0.0019 0.09
H -2.6541 1.1721 -3.4637 -0.0355 -0.0406 0.0836 0.02
H -4.0870 0.8951 -4.4155 -0.0064 -0.0032 0.0048 0.09
H -2.7836 -0.2910 -4.4633 -0.0036 -0.0003 0.0018 0.08
I -1.1482 8.3482 -2.5698 0.0358 -0.0215 0.0174 0.91
C -0.1809 6.6144 -2.0314 -0.0650 -0.0064 -0.0432 -0.77
C 1.0552 6.4789 -1.4468 -0.0025 -0.0100 0.0248 -0.13
N 1.2525 5.1588 -1.2678 0.0354 0.0575 -0.0750 -0.03
N 0.2236 4.4193 -1.7172 -0.0575 -0.2390 0.0790 -0.10
C -0.6545 5.3012 -2.1787 0.0095 0.0089 0.0419 -0.22
H 1.7886 7.2090 -1.1497 -0.0121 0.0120 -0.0091 0.13
H 2.0823 4.7145 -0.9169 0.0023 -0.0071 0.0106 0.15
H -1.5986 4.9770 -2.5884 -0.0095 0.0117 0.0005 0.11
```
Forces are in eV/Å.

Its total charge is +1. As for the LUMO energy: -2.47 eV. The orbital gap is 0.260 Ha. The calculation puts the electronic energy at -64666.6130 eV. Its largest force on an atom is 0.48 eV/A.



Record 2
Computed, not measured: a molecular structure, C35H36F3N8O7RhS2Se, with ωB97M-V/def2-TZVPD.

XYZ file:
```
93
Properties=species:S:1:pos:R:3:forces:R:3:mulliken_spin:R:1
Rh -0.6402 -0.9776 0.4151 0.0256 0.0613 -0.3057 0.99
C -6.3874 -1.3202 4.2345 0.1040 0.0282 -0.0397 0.00
C -5.1285 -1.6580 3.4754 -0.1542 -0.0075 0.1431 0.00
C -5.0248 -2.8052 2.6956 0.0763 -0.0422 -0.0490 0.00
C -3.8811 -3.0633 1.9727 -0.0416 0.0469 0.0040 0.00
C -2.7578 -2.2162 1.9969 0.3048 0.0196 -0.1753 -0.07
N -1.6722 -2.4607 1.1704 -0.4086 -0.6268 0.4703 0.03
C -1.2913 -3.7667 0.8687 -0.1547 0.2230 -0.1843 0.03
C -1.3013 -4.7752 1.8395 0.0716 -0.0012 0.0457 -0.01
C -0.8668 -6.0556 1.5737 -0.0173 0.0302 0.0251 0.00
C -0.3774 -6.3973 0.3164 0.0123 -0.1426 -0.0373 0.00
C 0.2034 -7.7569 0.0255 0.0907 0.1478 0.0339 0.00
C -0.3688 -5.4183 -0.6563 0.1877 0.1870 -0.1597 -0.01
C -0.8270 -4.1272 -0.4074 -0.0655 -0.0885 0.2126 -0.02
N -0.8631 -3.2120 -1.5122 -0.1755 -0.0750 -0.1346 0.01
C -0.9395 -3.5515 -2.8181 0.0331 0.0787 0.0140 0.00
C -1.0142 -2.3928 -3.5569 0.0150 0.0098 -0.0297 -0.01
C -0.9882 -1.3659 -2.6086 0.0073 -0.0221 -0.0467 -0.01
N -0.8973 -1.8724 -1.3837 0.2702 -0.2014 -0.2728 0.06
C -2.8527 -1.0790 2.8278 -0.1680 -0.2301 -0.0958 -0.02
C -4.0336 -0.8187 3.5202 0.0996 0.2691 0.0088 0.01
N -1.7584 -0.1760 3.0354 -0.0053 -0.1009 0.1393 0.01
C -1.6247 0.7055 4.0517 0.0135 0.0157 0.1037 0.00
C -0.4102 1.3306 3.9184 0.1018 0.1014 0.0278 0.00
C 0.1613 0.7643 2.7788 0.1571 -0.0493 0.0992 0.01
N -0.6561 -0.1419 2.2597 -0.0481 0.3162 -0.0689 -0.04
H -7.0688 -2.1698 4.2583 0.0025 0.0133 0.0029 0.00
H -6.9110 -0.4807 3.7717 -0.0233 -0.0275 0.0049 0.00
H -6.1617 -1.0366 5.2641 -0.0274 -0.0218 -0.0100 0.00
H -5.8604 -3.4933 2.6326 0.0149 0.0223 -0.0047 0.00
H -3.8368 -3.9338 1.3328 0.0131 -0.0273 0.0119 0.00
H -1.6336 -4.5115 2.8354 -0.0189 -0.0143 -0.0065 0.00
H -0.8703 -6.7947 2.3667 -0.0034 0.0182 -0.0136 0.00
H -0.1358 -8.5008 0.7458 -0.0191 0.0162 -0.0239 0.00
H 1.2946 -7.7086 0.0792 -0.0410 -0.0471 0.0170 0.00
H -0.0602 -8.0942 -0.9778 -0.0232 -0.0263 0.0297 0.00
H 0.0642 -5.6543 -1.6222 -0.0247 0.0344 0.0413 0.00
H -0.9489 -4.5782 -3.1357 -0.0620 0.0090 0.0723 0.00
H -1.1011 -2.3065 -4.6269 0.0023 0.0025 0.0596 0.00
H -1.0300 -0.2979 -2.7505 0.0200 -0.0125 0.0638 0.00
H -4.1077 0.0853 4.1139 -0.0198 -0.0488 -0.0365 0.00
H -2.3719 0.8171 4.8161 0.0301 -0.0810 -0.0379 0.00
H 0.0158 2.0834 4.5598 -0.0426 -0.0631 -0.0057 0.00
H 1.1280 0.9440 2.3318 -0.0987 0.0002 -0.0755 0.00
F 4.4667 -1.5158 -0.1742 -0.0240 0.0254 -0.0119 0.01
C 4.0404 -2.4177 0.7266 -0.1662 -0.1542 0.1410 -0.01
F 4.9920 -3.3342 0.8853 0.0339 0.0557 -0.0736 0.00
F 3.8555 -1.7891 1.8900 0.0982 0.0526 -0.0506 0.00
S 2.4550 -3.2012 0.2023 0.0981 -0.1394 -0.0597 0.07
O 2.6978 -3.6677 -1.1560 0.0408 0.1188 0.1145 0.03
O 2.2365 -4.1995 1.2017 -0.1902 -0.0597 0.0482 0.00
O 1.5461 -2.0474 0.2187 0.0696 0.1217 0.0787 0.07
Se 2.3828 -1.1439 -2.4209 -0.0603 0.1014 -0.4459 1.47
C 2.7654 -0.0709 -3.9026 -0.0063 0.0425 0.2683 0.03
C 3.1872 1.2522 -3.6985 -0.0360 0.0808 0.1398 0.05
C 3.4643 2.0465 -4.7941 0.0203 0.0357 -0.1427 -0.05
C 3.3406 1.5330 -6.0819 0.0028 -0.0729 0.0948 0.12
C 2.9369 0.2136 -6.2817 -0.0128 0.0333 -0.0028 -0.04
C 2.6446 -0.5902 -5.1988 -0.0254 -0.1921 -0.0445 0.07
H 3.3073 1.6401 -2.6929 0.0896 -0.0063 0.0515 0.04
H 3.7840 3.0699 -4.6474 0.0092 -0.0309 0.0439 0.00
H 3.5709 2.1589 -6.9339 -0.0143 -0.0024 -0.0013 0.01
H 2.8548 -0.1869 -7.2831 -0.0090 0.0198 -0.0004 0.00
H 2.3308 -1.6175 -5.3453 0.0140 0.0342 -0.0026 -0.01
C 1.7691 8.9138 0.8268 -0.1006 -0.0587 -0.0404 0.00
C 1.7146 7.4021 1.0226 -0.1505 0.1217 -0.1756 0.00
S 0.2135 6.7891 0.2767 -0.1791 0.0084 0.0957 0.00
O 0.2613 7.0582 -1.1409 0.0878 -0.0732 -0.0068 0.00
O -0.9213 7.2814 1.0231 0.1210 -0.0646 0.0984 0.00
C 0.3224 5.0073 0.5340 0.0303 0.1644 -0.1188 0.01
C 0.2917 4.2837 -0.8085 -0.0482 0.1060 0.1368 -0.01
N 0.6157 2.8728 -0.6426 0.1355 0.0923 0.0315 0.06
C -0.2922 1.8615 -0.5478 -0.0371 -0.1797 -0.1683 0.00
N 0.3122 0.7025 -0.3871 0.1920 0.4677 0.2826 0.05
C 1.6757 0.9586 -0.3328 -0.0122 -0.1098 -0.3303 0.33
C 1.8766 2.3152 -0.5040 -0.2908 -0.1068 0.1675 -0.01
N 3.0561 3.0022 -0.4854 0.1756 0.3695 -0.1498 0.25
O 4.1200 2.2888 -0.5281 -0.1734 0.1269 -0.0701 0.27
O 3.0413 4.2971 -0.4159 0.0695 -0.4480 -0.0300 0.23
C -1.7654 2.0546 -0.6528 0.1621 0.0925 0.0330 0.06
H 2.6419 9.3326 1.3248 0.0185 -0.0440 -0.0063 0.00
H 0.8736 9.3800 1.2394 0.0573 0.0150 0.0248 0.00
H 1.8173 9.1535 -0.2351 0.0439 0.0120 0.0373 0.00
H 1.6628 7.1215 2.0756 0.0623 -0.0287 -0.0279 0.00
H 2.5308 6.8744 0.5240 0.0099 -0.0099 0.0904 0.00
H -0.4966 4.7386 1.2005 -0.0144 -0.0071 -0.0324 0.00
H 1.2873 4.8199 1.0056 -0.0259 -0.0516 0.0007 0.00
H 1.0278 4.7394 -1.4553 0.0443 -0.0426 -0.1252 0.00
H -0.6869 4.3673 -1.2769 -0.0041 -0.0799 -0.0059 0.00
H 2.4145 0.2042 -0.1458 -0.0037 0.0302 0.3132 -0.05
H -2.0514 2.3896 -1.6531 -0.0302 0.0036 0.0292 0.00
H -2.1254 2.7936 0.0660 -0.0161 -0.0317 -0.0119 0.00
H -2.2532 1.1036 -0.4480 -0.0663 -0.0319 -0.0035 -0.03
```
Forces are in eV/Å.

Its total charge is 0. As for the LUMO energy (spin up / spin down): 0.08 / -3.51 eV. The multiplicity is 5. The orbital gap (spin up / spin down) is 0.216 / 0.129 Ha. The calculation puts the electronic energy at -161304.4163 eV. Its largest force on an atom is 0.88 eV/A.